58
Properties=species:S:1:pos:R:3 method="wB97M-V/def2-TZVPD" lumo_ev=0.53 charge=0 spin_multiplicity=1 de_lowest_ev=0.000 mol_weight_g_mol=418.2 total_energy_ha=-3656.40025 orbital_gap_ev=9.750 smiles="O=C(CCBBr)Nc1ccccc1.COC[C@@H](C)N.COC[C@@H](C)N"
H 2.2694 -1.3195 -3.0755
C 1.5064 0.1089 -1.6072
H -4.5343 0.1547 2.5951
C 1.3219 -2.6424 3.5330
H 0.3557 -1.5482 -1.4214
H -3.1251 -3.1271 4.9806
C 0.3308 -3.4756 2.7226
H 0.8412 -4.1732 2.0632
H 1.7261 0.3277 0.5068
H -2.6636 6.7643 -3.3190
H 2.2523 -4.6148 4.4974
H 3.6285 -3.1051 0.0556
C 0.2338 3.7366 -3.1952
C 2.2712 -0.1591 -0.3059
C -0.7891 4.2512 -4.2170
H -0.8733 2.1623 -2.5167
H -4.3696 -0.9948 4.8057
O -1.9091 4.9139 -3.6652
H -1.0183 6.7670 -3.9839
C -4.0137 -0.7869 2.6861
O 2.3608 -1.5204 0.0747
C -3.4492 -1.3553 1.5501
H -1.2010 3.3868 -4.7436
H -1.3062 6.3405 -2.2741
H 0.5923 5.3776 -1.8022
H 3.2731 0.2902 -0.3345
C -2.6660 -3.1856 2.8953
H 1.4535 5.5325 -3.3392
C -1.6975 6.2615 -3.2909
H 0.8950 3.0550 -3.7400
N 0.2037 -0.5651 -1.6317
C 2.2778 -0.2484 -2.8751
H 1.9929 4.3760 -2.1210
C -2.7728 -2.5659 1.6550
C -0.6418 -4.2220 3.5745
C 1.1124 4.8234 -2.5825
C -3.9219 -1.4182 3.9211
N -0.3985 2.9688 -2.1178
H -0.3604 -0.2226 -0.8585
H 1.3149 1.1846 -1.6364
B 2.4541 -3.4835 4.2111
C -3.2369 -2.6248 4.0339
H 4.2417 -1.6771 -0.8013
H -1.1465 3.5372 -1.7290
H 2.9701 -2.6978 -1.5300
H -0.2172 -2.8103 2.0631
H 0.8029 -2.0300 4.2699
C 3.3503 -2.2768 -0.5964
Br 4.1651 -2.6714 4.5418
H -0.3067 4.8884 -4.9709
H -3.5189 -0.8778 0.5867
H -2.3198 -3.0596 0.8116
H 1.8223 0.2386 -3.7380
H -2.3976 -5.0472 3.6605
H 3.3168 0.0815 -2.8132
N -1.9252 -4.4390 3.0006
H 1.8261 -1.9361 2.8714
O -0.3825 -4.6481 4.6657

127
Properties=species:S:1:pos:R:3 method="wB97M-V/def2-TZVPD" lumo_ev="0.11 / -0.18" charge=0 spin_multiplicity=4 mol_weight_g_mol=787.0 total_energy_ha=-3078.48263 orbital_gap_ev="9.042 / 8.831"
H 5.8886 -1.4962 0.8283
H 2.2367 7.8549 1.6107
H -2.2055 -4.5081 0.3474
H -2.9039 -0.0570 -2.8041
H -2.3679 2.3539 3.1577
H 2.1798 3.0604 -0.4472
H -6.4272 -7.7133 -1.8886
H -4.5904 -4.6294 -5.6973
C 3.0080 2.6694 -1.0447
O 2.3714 0.1063 -0.3802
H 7.1673 6.0884 2.0112
C 3.2079 -1.6890 1.4695
H -4.7724 -2.7769 -0.9198
F -7.6111 0.4133 -1.3649
H 7.0991 9.0947 1.5749
H 5.4105 5.9214 5.1888
H -4.0398 -8.1265 -5.5278
H 4.6577 0.7337 -1.9533
H 5.5184 6.8909 0.1540
H 3.9223 10.1356 1.1652
H 5.4554 8.6044 -0.2025
C -3.8843 -2.0306 -0.9462
H 3.8084 -2.3839 2.0647
H -3.3201 -2.2920 -1.9279
H -1.5430 -0.1184 -0.2500
H -3.2512 -9.0612 -4.0168
H -3.7125 1.4610 -2.0238
C 4.5519 2.7889 0.8304
O -7.1465 -1.8036 -1.1120
H 3.7058 -0.0164 3.2818
C -3.2030 0.4467 -1.8023
O 4.2871 5.9281 2.5309
H -4.7346 -7.4624 -0.2578
C -1.9008 0.7301 -0.9243
H -3.0962 -1.7457 1.2400
H 5.2642 10.0172 2.2510
P -5.9553 -0.9220 1.8932
H 5.4505 2.4224 1.3262
H -1.1851 2.8813 -0.3889
C -3.0818 -3.9360 0.8076
C 5.2104 -0.8517 0.2593
N 4.6134 7.2107 2.8670
C -3.4278 -9.1159 -2.9469
H -5.7957 1.3838 0.1282
O -5.8542 -2.5860 1.5912
C 3.0782 7.7594 0.9193
C -5.8242 -8.3173 -2.5788
C 6.0086 0.2927 -0.3463
C 5.5693 7.8846 0.6156
C 4.3089 9.5528 2.0074
H 6.5785 0.8106 0.4297
H 2.9145 8.4650 0.0991
C 6.9437 8.0632 1.2476
H 4.8668 3.7095 0.3284
H 2.9064 -2.2303 0.5688
C -6.6950 -0.6956 -1.5142
H -1.9237 -4.6208 2.6920
C 5.0808 1.2501 -1.0830
H 5.6699 2.0831 -1.4824
H 5.3280 -0.5950 2.8986
O -5.4310 -0.5017 -2.1029
H 7.1539 6.1018 4.9795
H -3.0303 2.5656 -0.0747
C 6.1632 8.4070 4.3987
H -2.6676 -7.0218 -5.3107
N 3.2064 0.6872 0.5314
H -4.8450 -4.1523 -4.0351
O -5.5538 -0.4756 3.5056
C 4.5143 0.0458 2.5454
C 4.0238 -0.4053 1.1446
H 5.6376 8.2609 5.3485
C -6.3351 -8.0570 -3.9876
H -1.8387 -2.2426 -0.0066
H -4.2161 -9.1207 -0.4951
H 7.7158 7.8596 0.4976
C -3.7521 -7.0791 -5.4402
H 5.7945 9.3455 3.9962
H -6.5730 -5.9341 -3.7926
H 4.8355 -1.4703 -0.5662
C -1.5586 1.6515 1.4714
C 3.9503 1.7832 -0.1805
H 7.2203 8.5674 4.6315
H -1.0323 0.9202 -1.6734
H -3.8663 -10.1005 -2.7584
C -4.4939 -6.3271 -4.3089
N -3.9197 -6.6795 -2.9645
O -1.7578 2.6893 2.4572
H 6.2633 5.0257 3.9192
C -4.3272 -7.9907 -2.3710
H -6.0267 -9.3603 -2.3140
C -4.0605 -8.0944 -0.8421
P -4.8473 0.3561 0.5288
H -3.9838 -6.6437 -6.4175
H 6.7449 -0.1106 -1.0502
C -2.9452 -2.3847 0.3026
H -2.8234 -3.0192 2.9378
H 2.3078 -1.4546 2.0458
H 3.0481 6.7625 0.4717
C -2.8786 -4.0487 2.4271
C 4.4268 8.0547 1.6365
H -6.0092 0.4055 3.6045
H -0.4661 1.2608 1.4183
H -4.0738 -4.4139 0.4813
H -3.0312 -7.8163 -0.5967
H 3.8206 3.0722 1.5923
C -1.9682 2.1120 -0.0436
H -3.7531 -4.6224 2.9175
H -3.2119 -4.5630 -4.5961
O -4.3045 -5.7024 -2.0920
H -7.4215 -8.1962 -4.0115
C -4.3311 -0.4961 -1.0835
O -7.4627 -0.5410 1.7336
H 2.5941 2.1330 -1.9027
H 4.8852 1.0649 2.5966
H 3.5523 3.5250 -1.4559
C 5.9820 7.1774 3.4703
H -6.7119 -3.0476 1.7583
C -6.0011 -6.6334 -4.4144
H -2.4377 -9.1037 -2.4785
H -6.3473 -6.4773 -5.4420
H -2.1992 0.7030 1.6663
H 3.6216 9.7018 2.8450
H 8.0838 7.2896 2.8896
C 6.2076 5.9842 4.4421
C -4.2696 -4.8307 -4.6707
C 7.1127 7.1065 2.4180
H -5.9173 -8.7888 -4.6844

118
Properties=species:S:1:pos:R:3 method="wB97M-V/def2-TZVPD" lumo_ev="1.75 / 0.22" charge=-1 spin_multiplicity=2 mol_weight_g_mol=1152.3 total_energy_ha=-4668.56893 orbital_gap_ev="6.743 / 4.881"
C 1.4344 5.4894 -1.1453
S 0.7402 -2.3488 -0.9202
S 1.6985 -4.5223 0.9273
N 0.7523 -2.2596 1.7614
F 1.2122 5.1925 1.1784
C 3.1731 -0.7750 3.5506
H -3.1515 -3.8159 0.5137
C -3.3896 3.8957 0.7270
H -0.2733 1.4705 2.5466
C -6.0324 4.2355 -0.0537
H 1.3748 -9.9799 1.1040
H 2.7719 0.2332 3.5326
C -5.7589 -1.6563 -0.9527
C 4.9230 3.7302 1.6542
C 6.1020 3.5838 2.3710
H 6.4549 0.3482 -0.4516
H -5.9465 6.0909 1.0207
F 0.6338 2.5491 0.8212
H 3.5752 -2.8027 -0.6658
C -4.0173 2.9239 -0.0432
C 4.3596 -2.5489 2.4842
C 0.8915 3.3374 -0.2526
O -1.6619 -1.7157 0.2573
C -2.0395 -2.1974 1.3753
F 1.6442 5.7269 -3.4770
H -2.0738 -1.4737 4.7398
C -0.6111 -0.6297 2.5707
C 0.8344 -7.9451 0.7068
H 6.2845 0.2024 2.4058
H 4.5294 4.7202 1.4563
C 0.2355 -5.5252 0.3912
C -2.4960 2.4808 -4.3478
C -3.1976 -3.0440 3.8245
H -1.6239 0.9584 3.5727
C -0.6209 0.7051 3.2386
H 0.0651 0.6929 4.0893
C -3.4526 -3.7382 2.6353
H -0.6441 -4.9184 0.6023
C 4.9118 -1.1398 -0.4219
C -1.8666 1.3489 -4.8434
H -3.5930 5.7873 1.7111
H 5.0749 -4.0852 -2.1125
H 3.3285 2.7135 0.6303
H -4.3116 0.4737 1.9213
C -1.6700 0.2438 -4.0297
H 0.3300 -5.7111 -0.6769
C -2.9037 -3.3244 1.4457
H 2.5704 -1.1190 5.5777
H 3.4589 -3.4356 5.6246
H -0.6656 -7.9375 4.2536
H 6.6405 4.4578 2.7176
P -3.0926 1.4150 -0.4433
H -1.1557 -0.6286 -4.4095
C 1.1085 3.6046 -2.6004
H -2.6288 3.3472 -4.9828
C 3.0599 -1.5333 4.7029
C -6.1619 -1.8899 0.3525
H -4.1058 -4.6033 2.6498
C 5.3839 -3.1110 -1.7525
C -5.6557 -1.1173 1.3881
H -6.1513 -2.2644 -1.7574
H 7.4992 2.1905 3.2193
C -5.3422 3.0961 -0.4333
H -5.8258 2.3270 -1.0238
C 6.9938 -1.3397 -1.6517
C 6.5888 2.3118 2.6436
C 1.3988 4.9396 -2.4165
H 0.4120 -9.9831 3.3767
H -1.5063 1.3388 -5.8636
C -4.8424 -0.6520 -1.2287
O 0.5400 1.4895 -1.7014
C 1.0382 -2.8898 0.6764
H -2.3626 3.7332 1.0303
F 1.0779 3.1304 -3.8608
Si 3.8018 -0.2106 0.8182
H -5.9734 -1.3056 2.4046
F 1.6996 6.7995 -0.9622
Ru 0.2185 0.0353 0.0038
C -0.2430 -7.9395 3.2571
C -4.0822 5.0364 1.1047
C -2.0909 0.2740 -2.7116
C 4.7365 1.3262 1.4359
C -1.6865 -1.5870 2.6352
C 4.5396 -2.3871 -0.9246
C -4.7288 -0.1265 1.1210
C -4.3126 0.0991 -0.1879
C -2.7202 1.4133 -2.2120
H -6.8622 -2.6865 0.5695
C 6.6187 -2.5922 -2.1130
C -2.3251 -1.9757 3.8121
C -2.9317 2.5151 -3.0320
H 4.9012 -2.9419 1.6317
N 0.4229 -0.9851 1.8370
C 0.3594 -9.0904 2.7669
C 6.1481 -0.6266 -0.8126
C 5.9070 1.1951 2.1828
C 0.2397 -6.7859 1.1944
H -7.0662 4.3638 -0.3476
O -1.8808 1.3353 0.4401
H -0.7674 -5.8951 2.8583
H 4.6650 -4.3186 3.6562
C 3.7998 -1.2760 2.4079
C -0.3065 -6.7984 2.4758
C 0.9001 -9.0870 1.4906
H -4.5270 -0.4644 -2.2458
H 7.2861 -3.1591 -2.7507
C -5.4031 5.2056 0.7165
H -3.4243 3.3975 -2.6409
H -3.6471 -3.3681 4.7540
C 4.2456 -3.3197 3.6351
H 1.2595 -7.9453 -0.2896
C 1.1817 4.6688 -0.0582
H -1.9222 -0.5781 -2.0583
O 2.4030 0.1980 0.2240
C 3.5775 -2.8215 4.7401
C 0.8322 2.7159 -1.5278
H 7.9479 -0.9181 -1.9452
C 4.2498 2.6072 1.1916

What is the charge in the first record? 0

The lowest charge belongs to which entry? C58H44F5N2O4PRuS2Si

Look up the charge of the third one. -1